Entry 1:
DFT (ωB97M-V with the def2-TZVPD basis set) results for C2H3F4NO in the gas phase.

Element x y z (Å)
C1 0.324 0.555 -0.376
C2 -0.565 -0.951 0.201
N1 0.620 1.490 0.574
O1 -0.739 -1.832 -0.751
F1 -0.551 0.954 -1.383
F2 1.422 0.213 -1.124
F3 -1.690 -0.431 0.838
F4 0.235 -1.359 1.231
H1 1.536 1.812 0.706
H2 -0.109 2.232 0.493
H3 -0.482 -2.683 -0.409

Cartesian forces (eV/Å) of the 2 atoms listed first:
C -1.489 -3.605 -2.153
C 2.734 5.583 1.303

Calculated values
HOMO energy = -0.380 hartree
Kohn-Sham gap = 11.095 eV
Energy relative to the best compared isomer or geometry (same formula, charge and spin) = 0.975 eV
Multiplicity = 1
SMILES = NC(F)(F)C(O)(F)F
LUMO level = 0.8 eV
Total energy = -16529.7024 eV


Entry 2:
DFT (ωB97M-V with the def2-TZVPD basis set) results for a molecular structure, C6H15F4Li2N2O12PS4.

Element x y z (Å)
Li1 -3.063 -1.581 1.990
Li2 -1.934 -0.349 0.249
N1 -1.985 -2.307 0.573
S1 -2.600 -3.236 -0.680
O1 -2.815 -4.582 -0.339
O2 -2.190 -2.832 -1.959
F1 -4.047 -2.569 -0.547
S2 -0.728 -3.230 1.012
O3 0.249 -3.472 0.031
O4 -1.108 -4.244 1.915
F2 -0.084 -2.131 1.986
N2 -3.107 0.330 1.625
S3 -4.532 1.026 1.099
O5 -4.331 2.213 0.360
O6 -5.638 0.870 1.954
F3 -4.739 -0.085 -0.024
S4 -2.649 1.406 2.772
O7 -3.632 1.689 3.731
O8 -1.764 2.393 2.311
F4 -1.692 0.366 3.533
C1 2.717 0.925 2.288
C2 2.369 1.783 1.104
O9 1.104 1.385 0.533
P1 0.975 0.391 -0.670
O10 -0.437 0.021 -0.865
O11 1.606 1.090 -1.920
C3 0.998 2.297 -2.461
C4 1.949 3.458 -2.314
O12 1.962 -0.766 -0.357
C5 2.896 -1.296 -1.338
C6 2.169 -2.076 -2.426
H1 1.857 0.852 2.958
H2 2.966 -0.101 2.019
H3 3.538 1.358 2.860
H4 2.241 2.824 1.389
H5 3.140 1.715 0.332
H6 0.778 2.068 -3.501
H7 0.069 2.463 -1.913
H8 1.495 4.372 -2.696
H9 2.142 3.663 -1.258
H10 2.890 3.209 -2.800
H11 3.467 -0.478 -1.767
H12 3.500 -1.998 -0.771
H13 1.827 -3.021 -2.005
H14 1.309 -1.511 -2.781
H15 2.861 -2.303 -3.236

Cartesian forces (eV/Å) of the 2 atoms listed first:
Li -0.388 -0.361 0.572
Li 0.994 0.435 -1.172

Calculated values
HOMO energy = -0.414 hartree
Kohn-Sham gap = 11.011 eV
Energy relative to the best compared isomer or geometry (same formula, charge and spin) = 0.000 eV
Multiplicity = 1
LUMO level = -0.3 eV
Total energy = -97930.5288 eV


Entry 3:
DFT (ωB97M-V with the def2-TZVPD basis set) results for a molecular structure, C34H40BaN4O2P2.

Element x y z (Å)
Ba1 0.078 2.475 -0.775
C1 -1.825 1.909 -4.334
C2 -1.906 0.597 -4.091
C3 -0.955 -0.401 -4.690
C4 0.539 -0.005 -4.493
C5 0.829 0.811 -3.262
C6 0.697 2.191 -3.126
C7 0.412 3.024 -4.336
C8 -0.780 2.567 -5.172
C9 2.091 0.928 2.602
H1 -2.645 2.575 -4.050
H2 -2.794 0.145 -3.615
H3 -1.174 -0.549 -5.769
H4 -1.127 -1.390 -4.232
H5 1.088 -0.966 -4.439
H6 0.920 0.453 -5.423
H7 1.608 0.346 -2.637
H8 1.557 2.771 -2.585
H9 1.341 3.067 -4.928
H10 0.247 4.049 -3.978
H11 -1.221 3.473 -5.609
H12 -0.432 1.934 -5.995
H13 1.612 1.911 2.728
H14 3.180 0.921 2.664
H15 1.563 0.164 3.175
P1 1.766 -0.727 0.575
P2 -1.356 -1.571 0.771
N1 2.843 0.578 -0.419
N2 3.164 -1.785 0.755
N3 -2.153 -0.137 -0.062
N4 -2.877 -2.405 0.743
C10 0.977 -1.523 -0.890
C11 -0.377 -2.234 -0.662
C12 3.049 1.904 -0.019
C13 3.965 2.506 -0.875
C14 4.308 1.542 -1.859
C15 3.628 0.370 -1.546
C16 4.146 -1.568 1.736
C17 4.956 -2.696 1.814
C18 4.475 -3.642 0.847
C19 3.371 -3.063 0.228
C20 -3.041 0.721 0.601
C21 -3.232 1.863 -0.153
C22 -2.536 1.678 -1.384
C23 -1.862 0.451 -1.277
C24 -3.676 -2.757 -0.352
C25 -4.831 -3.387 0.106
C26 -4.766 -3.406 1.546
C27 -3.578 -2.780 1.911
H16 1.657 -2.185 -1.431
H17 0.755 -0.712 -1.582
H18 -0.948 -2.300 -1.596
H19 -0.193 -3.280 -0.389
H20 2.660 2.210 0.951
H21 4.349 3.524 -0.787
H22 4.984 1.694 -2.699
H23 3.657 -0.592 -2.042
H24 4.121 -0.654 2.302
H25 5.770 -2.823 2.517
H26 4.872 -4.638 0.680
H27 2.719 -3.467 -0.529
H28 -3.470 0.420 1.553
H29 -3.765 2.775 0.118
H30 -2.386 2.436 -2.163
H31 -1.107 0.008 -1.928
H32 -3.338 -2.531 -1.354
H33 -5.618 -3.800 -0.502
H34 -5.490 -3.838 2.214
H35 -3.144 -2.563 2.875
O1 -1.130 0.125 2.591
C28 -0.873 1.217 3.219
O2 -0.691 2.360 2.736
C29 -0.901 0.926 4.733
C30 -1.455 1.843 5.623
C31 -1.707 1.489 6.967
C32 -1.359 0.219 7.455
C33 -0.745 -0.685 6.581
C34 -0.512 -0.339 5.244
H36 -1.734 2.815 5.243
H37 -2.163 2.214 7.648
H38 -1.596 -0.079 8.478
H39 -0.429 -1.662 6.942
H40 -0.059 -1.057 4.565

Cartesian forces (eV/Å) of the 2 atoms listed first:
Ba -0.351 0.098 4.998
C -0.953 -0.512 -0.510

Calculated values
HOMO energy (alpha / beta) = -0.180 / -0.179 hartree
Kohn-Sham gap (alpha / beta) = 3.387 / 3.334 eV
Energy relative to the best compared isomer or geometry (same formula, charge and spin) = 4.764 eV
Multiplicity = 1
LUMO level (alpha / beta) = -1.5 / -1.5 eV
Total energy = -65225.4079 eV